79
Properties=species:S:1:pos:R:3:forces:R:3:mulliken_spin:R:1 method="wB97M-V/def2-TZVPD" gap_ev="9.42 / 3.87" total_charge=0 s2=0.756 multiplicity=2
O -2.47358 3.55154 -0.41564 -0.9 1.2 -0.1 0.399
O -0.65117 -3.72045 -3.82842 0.0 0.4 0.0 0.000
H -2.03943 2.71812 -0.61193 0.8 -1.1 0.0 0.018
H 3.69005 -2.66154 1.80219 0.2 -0.3 -0.1 0.000
H -2.69604 -3.62749 -3.60159 -0.3 0.1 -0.1 0.000
H 1.93184 -1.90125 -3.85091 0.1 0.6 -0.1 0.000
H -0.60415 -1.34047 0.56628 -0.1 -0.3 -0.1 0.000
H -0.32143 -0.09225 -3.61362 0.5 0.0 -0.1 0.000
H -3.28322 -1.90726 -1.06797 -0.2 -0.3 0.0 0.000
H 1.55922 4.63159 -2.39013 -0.5 0.3 0.4 0.011
H -1.57826 3.51828 3.60250 -0.2 0.6 -0.8 0.000
C 0.66565 -0.73988 4.73971 0.4 0.3 1.4 0.000
H -0.53978 -4.24180 -3.03006 0.1 -0.1 0.0 0.000
H -0.03917 2.45772 1.41745 0.6 -0.3 -0.5 0.001
H 2.10658 0.31689 -3.06314 -0.4 0.0 0.3 0.000
H -3.87753 -0.62797 -2.13777 0.3 0.1 -0.2 0.000
H -2.57458 -2.48259 3.98220 -0.1 0.2 0.0 0.000
C 4.19606 2.37025 1.30673 -0.3 -0.9 -0.9 0.000
C 0.08493 -0.98308 -0.19894 -0.1 1.1 0.5 0.000
C 1.52774 -4.11447 0.32457 0.3 -0.2 -0.6 0.000
O 2.30522 -1.76091 -2.97770 0.1 -0.4 0.8 0.000
H -0.68377 2.11660 3.58471 0.7 -0.2 -0.4 0.003
H -1.79280 1.23111 -2.59722 0.3 -0.2 0.4 -0.004
O 0.77774 -1.58213 3.64735 0.4 -0.2 -1.0 0.000
O 2.95090 2.86365 0.86506 0.0 1.2 0.1 0.000
H 2.13513 -2.89176 -1.11621 0.0 0.0 -0.4 0.000
H 0.35313 3.59230 -3.18349 -0.3 0.2 0.0 0.033
H 4.97936 3.12817 1.31657 -0.4 0.3 0.3 0.000
H -1.69443 -0.34685 2.31531 0.4 0.3 0.6 0.000
C -2.42875 -0.77644 2.99673 -1.2 0.0 -2.1 0.000
C 2.75268 -0.45280 -2.64098 -0.2 0.1 -0.9 0.000
O -3.53896 -0.07687 -0.14980 -0.9 -0.1 0.3 0.002
H 1.09304 -1.23237 0.13221 -0.1 0.0 -0.2 0.001
H 0.51377 -3.71502 0.30479 0.1 0.8 0.1 0.000
O 3.53473 -2.09120 3.76370 -0.4 -0.1 1.1 0.000
H -1.94631 -2.30921 -4.54739 0.0 -0.1 0.1 0.000
H -2.62441 0.18118 -0.28613 0.5 0.2 -0.4 -0.003
H -3.90046 3.12880 -1.85206 -0.2 -0.1 0.0 0.016
H 1.84682 -4.22125 1.36133 0.0 0.0 -0.1 0.000
C 3.74459 -1.77395 2.43251 0.4 -0.7 -1.0 0.000
C -1.24094 2.75610 2.90008 0.2 -0.5 -0.4 0.002
H 2.58252 -1.99254 3.83572 -0.3 -0.4 0.5 0.000
O -1.06849 1.07257 -0.82718 -0.9 -0.6 -0.1 0.015
O 2.53610 -3.37879 -0.39259 -0.7 -0.2 0.8 0.000
H 4.76146 -1.38826 2.35962 -0.2 0.5 -0.4 0.000
H -4.29166 2.71553 -0.12638 -0.1 -0.5 -0.2 0.037
H -0.17150 -1.41056 -1.16827 0.1 0.0 0.1 0.001
O 0.13185 3.69744 -1.10626 0.5 1.2 -1.2 0.369
H -1.81680 -2.32538 -2.77994 0.1 0.1 0.0 0.000
H 1.65508 -0.57272 5.16539 0.1 0.1 -0.1 0.000
H -3.20157 -1.04388 2.27609 -0.6 0.5 0.1 0.000
H 2.91857 -1.16764 2.06075 0.4 0.8 -0.2 0.000
H -4.97894 -1.28318 -0.99708 0.1 -0.2 0.4 0.000
O 0.76767 1.29532 0.28466 0.8 -0.2 0.5 0.015
H -2.05078 2.12678 2.53100 -0.5 0.2 0.3 0.003
H 0.32762 1.59284 -3.89908 0.1 0.0 0.9 0.002
H 4.07926 1.85443 2.25982 0.4 0.1 0.2 0.000
H 0.25159 0.24286 4.51418 -0.3 0.0 -0.1 0.000
H -4.38874 4.36921 -0.61863 0.5 0.2 -0.2 0.001
O -1.93232 -1.99312 3.46303 1.0 -0.6 1.0 0.000
H 2.79498 -0.38992 -1.55361 0.0 0.0 -0.1 0.000
H 4.48872 1.65827 0.53503 0.6 -0.4 0.3 0.000
C -3.92671 -1.02937 -1.12556 0.2 0.3 -0.2 -0.001
H 0.19585 2.76995 -0.86694 -0.4 -1.0 1.1 0.013
H 0.10100 -1.24948 5.52047 -0.3 0.3 0.2 0.000
H 2.38025 2.12147 0.65264 -0.2 -0.2 0.1 0.001
H 3.72493 -0.20399 -3.06633 0.3 -0.4 0.1 0.000
O -0.53000 3.22110 1.73040 -0.9 0.4 1.8 0.099
H -2.83195 -0.04366 3.69570 0.4 -0.2 0.4 0.000
H -0.54519 0.87382 -5.09932 -0.4 -0.5 -0.1 0.000
C -0.51076 0.90519 -4.01031 0.0 -0.2 -0.9 0.000
H 1.37482 -5.08898 -0.13914 0.4 -0.4 0.1 0.000
C -3.84957 3.44123 -0.80903 0.6 0.1 0.5 -0.011
C -0.08241 0.54597 -0.22212 0.1 -0.1 -0.9 -0.009
C -1.84439 -2.95087 -3.67219 0.2 -0.4 -0.1 0.000
C 0.94714 3.73630 -2.28098 0.4 -0.3 0.0 -0.015
O -1.74908 1.35559 -3.54811 -0.5 0.7 -0.3 0.000
H -0.11662 -1.87724 3.46124 -0.3 -0.4 -0.2 0.000
H 1.64806 2.90268 -2.23755 0.0 -0.2 0.0 0.004

90
Properties=species:S:1:pos:R:3:forces:R:3:lowdin_charge:R:1 method="wB97M-V/def2-TZVPD" gap_ev=6.61 total_charge=0
H 0.72537 1.95522 3.11551 0.1 0.0 0.0 0.052
O -4.24228 0.86910 3.51523 -0.5 -0.1 -0.5 -0.110
C 1.15550 -1.39738 4.52658 0.2 0.2 0.4 -0.121
H -1.08641 4.37528 -5.07543 0.0 0.0 0.0 0.093
O -1.60685 0.03459 -1.09837 0.7 0.4 0.7 -0.242
C -1.08065 -3.68102 -0.76401 -0.3 -0.4 -0.1 -0.084
H 0.52575 -3.32623 3.13033 0.2 -0.4 -0.7 0.047
O 1.78973 1.02569 1.00409 -0.7 0.2 -1.2 -0.212
H 4.59006 1.62768 -0.12243 0.0 0.0 -0.1 0.030
H -1.82095 -3.02277 -0.30788 0.2 0.3 0.0 0.096
H -2.24824 -1.59310 -3.22490 -0.3 -0.1 0.1 0.053
O -5.79287 1.63875 -1.42865 -0.2 0.1 0.2 -0.113
H 5.30795 2.30662 2.30257 0.1 -0.1 0.0 0.089
O 0.09758 1.81999 -1.44470 0.2 -0.8 1.4 -0.220
N 0.81342 -0.63563 -0.92192 -1.0 4.0 3.2 -0.400
H -2.27808 4.69888 -0.13934 -0.1 0.0 -0.1 0.064
C 0.51449 2.17332 4.16476 0.2 -0.2 -0.6 -0.160
F -0.18248 0.05997 -2.95019 0.5 -0.5 0.1 -0.216
O 4.39970 1.43646 -1.05322 -0.2 -0.2 -0.2 -0.123
H -1.45266 -3.53433 4.02338 0.4 -0.2 0.0 0.090
H -2.79399 4.49250 -3.55110 0.0 0.1 0.2 0.090
O -2.64578 3.93261 0.30437 0.1 0.0 0.3 -0.117
C -0.84748 0.56128 -6.10491 0.2 0.8 0.5 -0.170
H -1.09071 -0.26219 -6.76992 -0.2 -0.1 0.1 0.079
H -1.70244 2.12108 -5.31532 -0.1 -0.2 -0.1 0.029
H 3.78892 -2.90831 1.22435 -0.4 -0.1 -0.1 0.087
O -0.08123 -3.58772 2.40339 0.1 -0.1 0.7 -0.139
H -2.62367 -0.36783 3.50529 -0.1 -0.4 -0.2 0.065
H -0.15699 1.37588 4.48313 -0.2 0.3 0.3 0.075
H 0.27671 -3.50760 0.62934 0.2 0.1 0.1 0.068
H -1.74639 -2.40814 2.72612 -0.1 -0.1 -0.1 0.059
H 5.39973 -2.88899 0.60675 0.1 0.2 -0.1 0.101
H -3.81392 -0.69580 2.20875 -0.3 0.1 0.1 0.084
H -6.00434 1.47088 -2.34880 0.1 0.0 -0.1 0.069
H 4.25193 0.55294 3.31683 0.1 -0.1 0.1 0.078
H -1.34212 -4.70633 -0.49656 0.1 0.0 -0.1 0.099
O 1.61095 -2.74992 4.42744 -0.3 0.3 -0.1 -0.117
H -1.93141 3.32858 -2.55935 0.2 -0.1 -0.1 0.054
H -1.15563 -3.60051 -1.84916 0.1 0.1 0.0 0.071
C 4.17826 -4.30375 -0.43098 -0.2 -0.8 0.1 -0.360
H 4.03833 -5.14366 0.27008 0.1 0.5 0.7 0.099
C -4.43343 1.31548 -1.17609 0.0 -0.1 -0.4 -0.161
C -1.66438 3.47295 1.24158 0.2 0.3 -0.7 -0.132
H 2.39915 -2.87304 4.95717 0.1 -0.1 -0.1 0.096
H -4.29994 1.24840 -0.10025 0.0 0.0 0.0 0.075
H 0.07419 -1.41353 4.65525 0.0 0.1 0.0 0.081
Y 2.01450 -2.34711 -1.67670 4.5 -3.5 2.7 1.770
O 4.05154 -1.79504 -0.51321 -2.8 -1.1 -1.5 -0.368
H 0.42367 4.09443 3.85452 0.0 0.0 0.0 0.077
C -1.79705 4.13574 -3.27396 -0.4 0.2 -0.2 -0.123
O -1.13048 3.65276 -4.44276 0.1 -0.1 0.2 -0.128
H 2.91577 1.96163 -2.38985 -0.3 -0.3 0.3 0.068
H 1.41170 -0.80690 3.64739 0.0 -0.2 -0.1 0.059
H -2.81544 -1.23533 -4.84013 0.1 -0.1 -0.1 0.072
H 1.45286 2.10279 4.72327 -0.1 0.0 0.1 0.080
H 1.60069 -0.89822 5.38900 -0.1 0.0 0.1 0.090
F 1.59177 -1.32258 1.17713 0.3 0.1 -0.2 -0.205
H -0.86006 -2.85550 -4.33116 0.1 0.3 0.0 0.040
H -0.44341 0.21080 -5.15007 0.0 -0.4 -0.3 0.045
H -3.62628 -2.50098 -3.92211 0.1 -0.3 0.1 0.084
H 5.64375 -0.11161 2.40005 0.0 0.0 0.0 0.086
C 4.35011 -2.91861 0.27394 0.5 -0.6 0.1 -0.382
H -2.07845 -4.14445 2.49939 0.1 0.0 -0.1 0.084
H -3.75744 2.07896 -1.56584 0.0 0.1 0.1 0.057
H -0.05784 1.16357 -6.56974 0.0 -0.1 -0.2 0.079
C -2.65757 -2.05221 -4.12919 0.4 0.7 0.1 -0.141
O 4.85602 1.70293 1.70992 -0.1 0.0 -0.1 -0.128
C 4.69805 0.42575 2.32670 -0.2 0.2 0.1 -0.121
H -4.15861 0.36130 -1.63069 0.0 -0.1 0.1 0.064
O -0.34925 -0.10812 1.49779 0.4 0.8 -2.0 -0.240
H -2.11594 3.29362 2.21336 -0.1 -0.1 0.0 0.074
C -3.31889 0.08184 2.77980 1.1 0.4 0.9 -0.170
O -0.11325 3.43453 4.29954 -0.2 -0.1 0.3 -0.113
O -1.99357 1.35849 -5.84763 0.0 -0.2 -0.2 -0.137
H -1.18459 2.58813 0.82157 -0.1 -0.2 0.3 0.050
H -3.75701 1.52058 4.02545 0.1 0.0 0.0 0.070
H 3.97328 3.24902 -1.98311 0.2 -0.1 0.1 0.073
C -1.38835 -3.42285 2.93715 -0.6 0.6 -0.1 -0.126
O -1.74811 -3.02546 -4.63483 -0.4 -0.5 -0.2 -0.118
H 4.00851 -0.14639 1.71089 0.1 0.0 -0.1 0.052
H -1.22937 4.94208 -2.80377 0.0 0.0 0.0 0.083
H 5.10182 -4.63946 -0.92710 0.0 0.6 -0.4 0.096
H 2.82648 2.78370 -0.76642 -0.3 -0.4 -0.1 0.069
O 3.07199 -4.39411 -1.29658 -1.4 3.2 -0.9 -0.412
S -0.26458 0.43713 -1.37799 -3.3 0.8 -5.7 0.447
S 0.84213 0.01280 0.68790 2.3 -3.6 4.3 0.564
H -0.87451 4.22065 1.35440 0.0 0.0 0.2 0.082
C 3.47120 2.37016 -1.54386 0.6 1.0 -0.3 -0.185
H -2.65974 0.66576 2.13029 -0.4 0.1 -0.3 0.049
O 0.26154 -3.41056 -0.35161 0.0 0.3 -0.3 -0.239

Computed values of ΔE to the lowest compared entry with this formula, charge and spin (unit: kJ/mol) for the preceding records, in sequence: 23.3 0.0.